Entry 1:
{"formula": "C22H37BINO4", "method": "wB97M-V/def2-TZVPD", "elements": ["C", "C", "C", "I", "C", "C", "B", "O", "N", "C", "C", "C", "O", "C", "C", "C", "C", "C", "C", "C", "C", "C", "C", "C", "O", "C", "C", "C", "O", "H", "H", "H", "H", "H", "H", "H", "H", "H", "H", "H", "H", "H", "H", "H", "H", "H", "H", "H", "H", "H", "H", "H", "H", "H", "H", "H", "H", "H", "H", "H", "H", "H", "H", "H", "H", "H"], "coordinates": [[3.47, -6.19, 0.49], [2.48, -5.65, -0.57], [1.15, -5.17, 0.05], [1.65, -3.77, 1.66], [0.28, -4.39, -0.90], [-0.96, -4.08, -0.62], [-1.72, -4.49, 0.71], [-2.47, -3.48, 1.31], [-1.64, -5.85, 1.20], [-2.56, -6.66, 0.37], [-1.92, -5.95, 2.64], [-1.73, -3.25, -1.62], [-2.87, -3.44, -1.85], [-0.91, -2.19, -2.30], [-1.46, -0.80, -2.59], [-0.42, 0.25, -2.11], [-1.05, 1.63, -1.80], [0.05, 2.73, -1.92], [-0.12, 3.82, -0.84], [0.23, 5.24, -1.39], [1.51, 5.83, -0.74], [1.18, 6.96, 0.29], [1.88, 6.71, 1.65], [1.02, 7.17, 2.81], [-0.19, 6.45, 2.86], [-1.12, 7.07, 3.72], [0.31, -2.52, -2.61], [0.76, -3.90, -2.25], [1.41, -4.56, -3.00], [4.10, -5.37, 0.83], [2.99, -6.71, 1.31], [4.12, -6.91, -0.01], [2.95, -4.78, -1.03], [2.30, -6.38, -1.35], [0.65, -6.03, 0.48], [-2.17, -3.33, 2.22], [-3.00, -6.04, -0.41], [-3.37, -7.11, 0.95], [-2.02, -7.47, -0.13], [-2.99, -6.12, 2.82], [-1.39, -6.81, 3.07], [-1.58, -5.09, 3.21], [-2.40, -0.66, -2.05], [-1.62, -0.61, -3.65], [0.43, 0.33, -2.78], [-0.04, -0.13, -1.16], [-1.30, 1.62, -0.74], [-1.92, 1.86, -2.42], [0.07, 3.12, -2.94], [1.01, 2.23, -1.76], [0.43, 3.57, 0.06], [-1.18, 3.82, -0.57], [0.41, 5.17, -2.46], [-0.65, 5.87, -1.23], [2.04, 5.01, -0.25], [2.11, 6.27, -1.53], [0.11, 7.10, 0.42], [1.58, 7.89, -0.11], [2.14, 5.66, 1.77], [2.81, 7.28, 1.72], [0.77, 8.24, 2.64], [1.58, 7.12, 3.75], [-0.69, 7.33, 4.69], [-1.96, 6.39, 3.84], [-1.52, 7.98, 3.24], [0.99, -1.83, -3.09]], "energy_ev": -41870.475, "gap_ev": 8.53, "spin_multiplicity": 1}

---

Entry 2:
{"formula": "BrCl2HNP", "method": "wB97M-V/def2-TZVPD", "elements": ["N", "P", "Cl", "Cl", "Br", "H"], "coordinates": [[1.14, -1.87, 2.06], [-0.28, 1.24, -0.52], [0.72, -0.27, -1.56], [-1.28, 2.09, -1.94], [-1.63, 0.08, 0.69], [1.33, -1.25, 1.27]], "e_above_lowest_kcal_mol": 90.86, "energy_ev": -105879.772, "gap_ev": [8.76, 8.77], "spin_multiplicity": 1}

---

Entry 3:
{"formula": "C15H35O13P2S", "method": "wB97M-V/def2-TZVPD", "elements": ["C", "C", "O", "O", "C", "C", "C", "C", "C", "C", "O", "C", "S", "O", "O", "H", "H", "H", "H", "H", "H", "H", "H", "H", "H", "H", "H", "H", "H", "H", "H", "H", "C", "O", "P", "O", "O", "C", "O", "C", "H", "H", "H", "H", "H", "H", "H", "H", "H", "C", "O", "P", "O", "O", "C", "O", "C", "H", "H", "H", "H", "H", "H", "H", "H", "H"], "coordinates": [[4.49, 1.86, 2.61], [3.41, 2.69, 3.21], [3.14, 2.65, 4.39], [2.72, 3.54, 2.39], [1.81, 2.72, 1.61], [0.43, 2.58, 2.22], [-0.28, 1.46, 1.44], [-0.67, 0.23, 2.27], [0.31, -0.14, 3.38], [1.75, -0.36, 2.95], [2.51, -0.49, 4.21], [1.94, -1.66, 2.28], [2.50, -1.52, 0.55], [2.27, -0.19, 0.02], [3.91, -1.86, 0.44], [4.52, 1.91, 1.53], [5.45, 2.13, 3.04], [4.30, 0.82, 2.86], [1.73, 3.15, 0.61], [2.19, 1.71, 1.49], [0.46, 2.42, 3.29], [-0.10, 3.52, 2.06], [0.36, 1.15, 0.62], [-1.18, 1.89, 0.98], [-1.63, 0.43, 2.75], [-0.76, -0.62, 1.60], [0.30, 0.57, 4.21], [-0.06, -1.09, 3.81], [2.82, 0.38, 4.47], [1.07, -2.34, 2.33], [2.77, -2.16, 2.78], [1.75, -2.38, -0.20], [-2.07, -7.66, -0.78], [-0.79, -7.29, -1.29], [-0.40, -5.71, -1.09], [-0.82, -5.36, 0.27], [-1.43, -5.17, -2.23], [-1.52, -5.84, -3.49], [0.71, -4.55, -1.49], [2.10, -4.84, -1.21], [-2.35, -8.59, -1.27], [-2.01, -7.83, 0.30], [-2.82, -6.90, -0.99], [-2.46, -6.40, -3.53], [-0.70, -6.54, -3.64], [-1.51, -5.10, -4.28], [2.44, -5.70, -1.79], [2.24, -5.03, -0.15], [2.69, -3.97, -1.49], [-5.10, 4.19, -2.68], [-3.86, 4.35, -3.37], [-2.51, 4.11, -2.45], [-2.88, 2.94, -1.63], [-2.77, 5.53, -1.67], [-3.02, 6.71, -2.42], [-0.90, 4.25, -2.08], [0.07, 3.58, -2.93], [-5.85, 4.71, -3.27], [-5.36, 3.14, -2.62], [-5.06, 4.62, -1.68], [-4.08, 6.98, -2.33], [-2.79, 6.60, -3.48], [-2.42, 7.52, -2.01], [0.04, 3.98, -3.94], [-0.13, 2.51, -2.94], [1.05, 3.76, -2.50]], "energy_ev": -72150.217, "charge": -1, "gap_ev": 2.52, "spin_multiplicity": 1}

---

Entry 4:
{"formula": "C5H20CaO5", "method": "wB97M-V/def2-TZVPD", "elements": ["Ca", "C", "O", "H", "H", "H", "H", "C", "O", "H", "H", "H", "H", "C", "O", "H", "H", "H", "H", "C", "O", "H", "H", "H", "H", "C", "O", "H", "H", "H", "H"], "coordinates": [[-8.60, -7.53, 0.86], [-7.33, -10.71, 1.64], [-7.97, -9.46, 1.87], [-7.60, -11.12, 0.67], [-6.25, -10.61, 1.71], [-7.63, -11.44, 2.40], [-8.58, -9.44, 2.61], [-6.48, -8.98, -1.50], [-6.61, -8.35, -0.18], [-5.82, -8.32, -2.06], [-5.99, -9.93, -1.37], [-7.45, -9.10, -1.95], [-5.74, -8.42, 0.24], [-11.32, -8.44, 3.09], [-10.12, -7.66, 2.84], [-11.81, -8.66, 2.14], [-11.08, -9.36, 3.62], [-11.96, -7.80, 3.73], [-10.19, -6.70, 2.96], [-7.10, -5.36, -1.35], [-8.22, -6.19, -1.01], [-6.32, -5.46, -0.60], [-6.78, -5.45, -2.38], [-7.51, -4.35, -1.21], [-8.83, -5.98, -1.72], [-11.38, -5.26, 1.14], [-9.96, -5.42, 1.18], [-11.64, -4.89, 0.15], [-11.86, -6.20, 1.39], [-11.67, -4.54, 1.90], [-9.61, -4.52, 1.20]], "energy_ev": -34171.819, "charge": 2, "gap_ev": 11.17, "spin_multiplicity": 1}

---

Entry 5:
{"formula": "C4H8N2O2", "method": "wB97M-V/def2-TZVPD", "elements": ["C", "N", "C", "C", "O", "N", "C", "O", "H", "H", "H", "H", "H", "H", "H", "H"], "coordinates": [[1.19, 1.19, 1.92], [0.50, 0.97, 0.66], [0.96, -0.25, -0.01], [0.01, -0.57, -1.15], [0.34, -0.55, -2.31], [-1.29, -0.82, -0.76], [-2.31, -1.05, -1.68], [-3.35, -1.57, -1.36], [1.17, 2.24, 2.22], [2.25, 0.88, 1.89], [0.71, 0.60, 2.70], [0.64, 1.77, 0.05], [0.92, -1.04, 0.73], [1.97, -0.15, -0.43], [-1.57, -0.96, 0.20], [-2.14, -0.69, -2.69]], "e_above_lowest_kcal_mol": 25.50, "energy_ev": -11353.007, "gap_ev": 10.38, "spin_multiplicity": 1}

---

Entry 6:
{"formula": "C37H49GaNOP2SSe", "method": "wB97M-V/def2-TZVPD", "elements": ["Ga", "C", "C", "C", "P", "C", "C", "C", "C", "C", "C", "C", "C", "C", "N", "C", "C", "C", "C", "C", "C", "P", "C", "C", "C", "C", "C", "C", "H", "H", "H", "H", "H", "H", "H", "H", "H", "H", "H", "H", "H", "H", "H", "H", "H", "H", "H", "H", "H", "H", "H", "H", "H", "H", "H", "H", "H", "H", "H", "H", "H", "H", "H", "H", "Se", "C", "C", "C", "C", "C", "C", "H", "H", "H", "H", "H", "C", "S", "O", "C", "C", "C", "C", "C", "C", "H", "H", "H", "H", "H", "H", "H", "H"], "coordinates": [[-0.10, -0.25, -0.56], [-3.27, 2.96, -2.79], [-2.54, 1.66, -2.48], [-3.32, 0.82, -1.47], [-0.80, 1.83, -1.78], [0.31, 2.49, -3.13], [0.18, 3.95, -3.53], [1.75, 2.19, -2.71], [-1.00, 2.89, -0.35], [-1.36, 4.23, -0.47], [-1.82, 4.94, 0.62], [-1.98, 4.28, 1.83], [-1.61, 2.96, 1.97], [-1.04, 2.23, 0.91], [-0.64, 0.92, 1.05], [-0.29, 0.41, 2.28], [0.23, 1.20, 3.31], [0.53, 0.68, 4.55], [0.38, -0.68, 4.79], [-0.05, -1.50, 3.77], [-0.40, -0.98, 2.53], [-0.91, -1.97, 1.11], [-2.76, -2.11, 1.25], [-3.26, -3.05, 0.16], [-3.26, -2.49, 2.64], [-0.16, -3.68, 1.10], [1.35, -3.50, 0.97], [-0.50, -4.65, 2.23], [-4.30, 2.72, -3.07], [-2.82, 3.49, -3.62], [-3.31, 3.62, -1.92], [-2.42, 1.08, -3.40], [-3.43, 1.35, -0.52], [-2.81, -0.13, -1.29], [-4.32, 0.60, -1.85], [0.04, 1.86, -3.98], [0.53, 4.61, -2.74], [-0.84, 4.22, -3.80], [0.80, 4.11, -4.42], [2.00, 2.71, -1.79], [2.44, 2.52, -3.49], [1.89, 1.11, -2.57], [-1.30, 4.70, -1.44], [-2.11, 5.98, 0.51], [-2.43, 4.79, 2.67], [-1.78, 2.47, 2.92], [0.42, 2.24, 3.11], [0.89, 1.33, 5.34], [0.61, -1.10, 5.76], [-0.14, -2.56, 3.97], [-3.11, -1.08, 1.03], [-2.96, -4.07, 0.36], [-2.86, -2.75, -0.81], [-4.35, -3.02, 0.10], [-2.98, -3.50, 2.90], [-4.35, -2.43, 2.67], [-2.86, -1.82, 3.40], [-0.53, -4.12, 0.16], [1.75, -2.98, 1.84], [1.58, -2.93, 0.07], [1.84, -4.47, 0.89], [-0.13, -4.30, 3.19], [-0.01, -5.61, 2.03], [-1.56, -4.83, 2.31], [-0.24, -1.17, -2.79], [0.43, -2.88, -3.43], [1.67, -2.91, -4.07], [2.08, -4.06, -4.71], [1.26, -5.18, -4.73], [0.04, -5.15, -4.08], [-0.38, -4.01, -3.43], [2.29, -2.02, -4.07], [3.03, -4.08, -5.22], [1.58, -6.07, -5.25], [-0.60, -6.02, -4.09], [-1.35, -3.97, -2.94], [3.27, 0.14, 2.26], [3.17, -0.74, 0.68], [1.86, -0.25, 0.05], [4.50, 0.16, -0.14], [4.54, 1.54, -0.21], [5.66, 2.16, -0.76], [6.69, 1.39, -1.27], [6.64, 0.00, -1.20], [5.54, -0.61, -0.63], [3.17, 1.21, 2.11], [4.23, -0.10, 2.71], [2.47, -0.21, 2.90], [3.72, 2.14, 0.15], [5.72, 3.23, -0.80], [7.54, 1.87, -1.72], [7.45, -0.59, -1.59], [5.48, -1.69, -0.56]], "e_above_lowest_kcal_mol": 15.08, "energy_ev": -189833.802, "charge": 1, "gap_ev": 7.54, "spin_multiplicity": 1}

---

Entry 7:
{"formula": "C5H11Br4Na3O", "method": "wB97M-V/def2-TZVPD", "elements": ["Na", "Na", "Na", "C", "O", "H", "H", "H", "Br", "C", "C", "Br", "H", "H", "H", "H", "Br", "C", "C", "Br", "H", "H", "H", "H"], "coordinates": [[16.88, -2.68, 19.11], [14.31, -4.33, 20.29], [17.31, -4.70, 22.17], [15.40, -1.57, 22.18], [16.01, -2.66, 21.56], [15.80, -1.54, 23.19], [15.79, -0.66, 21.73], [14.32, -1.52, 22.06], [11.62, 2.55, 19.80], [12.55, 0.86, 20.29], [13.65, 0.62, 19.26], [12.71, 0.37, 17.58], [11.89, 0.00, 20.27], [12.89, 0.96, 21.32], [14.25, -0.27, 19.46], [14.28, 1.50, 19.11], [17.67, -0.15, 19.77], [18.48, 0.23, 21.57], [19.98, -0.06, 21.46], [20.28, -2.06, 21.36], [18.04, -0.41, 22.33], [18.22, 1.23, 21.93], [20.31, 0.36, 22.42], [20.49, 0.52, 20.69]], "e_above_lowest_kcal_mol": 39.01, "energy_ev": -300815.495, "charge": 2, "gap_ev": 5.07, "spin_multiplicity": 1}

---

Entry 8:
{"formula": "C20H24ClN3O2", "method": "wB97M-V/def2-TZVPD", "elements": ["C", "C", "C", "O", "C", "C", "C", "C", "C", "C", "H", "H", "C", "O", "N", "C", "H", "C", "N", "C", "C", "C", "C", "C", "C", "Cl", "H", "N", "H", "H", "H", "H", "C", "H", "C", "H", "H", "H", "H", "H", "H", "H", "H", "H", "H", "H", "H", "H", "H", "H"], "coordinates": [[-6.86, -2.90, -0.91], [-5.58, -2.38, -0.20], [-5.96, -1.04, 0.59], [-5.00, -0.69, 1.39], [-4.03, -0.11, 0.70], [-3.07, 0.34, 1.77], [-2.03, 1.03, 1.44], [-1.89, 1.58, -0.18], [-2.96, 1.24, -1.01], [-3.95, 0.42, -0.48], [-4.82, 0.42, -1.16], [-2.97, 1.63, -2.05], [-0.71, 2.23, -0.65], [-0.77, 3.71, -0.50], [0.34, 1.72, -1.11], [0.47, 0.27, -0.79], [-0.34, -0.34, -0.55], [1.65, -0.07, 0.13], [2.98, 0.79, -0.45], [4.08, 0.22, 0.17], [4.91, 0.87, 0.82], [6.07, 0.46, 1.44], [6.61, -0.76, 0.89], [5.72, -1.53, 0.14], [4.57, -0.89, -0.67], [3.71, -1.93, -1.58], [6.11, -2.73, -0.43], [7.84, -1.27, 1.24], [8.40, -0.82, 1.76], [8.22, -2.21, 0.78], [6.83, 1.05, 1.90], [4.62, 1.80, 1.17], [2.71, 2.15, -0.36], [3.58, 2.48, -0.72], [1.52, 2.38, -1.35], [1.37, 3.72, -1.30], [1.87, 2.16, -2.54], [2.41, 2.51, 0.89], [1.84, -1.04, 0.09], [1.28, 0.45, 1.16], [0.90, -0.13, -1.76], [-1.30, 1.51, 2.20], [-3.18, 0.07, 2.78], [-6.95, -1.54, 1.36], [-6.61, -0.28, -0.11], [-5.22, -3.20, 0.48], [-4.82, -2.23, -0.83], [-7.14, -2.29, -1.66], [-6.60, -3.69, -1.67], [-7.86, -3.10, -0.29]], "e_above_lowest_kcal_mol": 357.19, "energy_ev": -42202.779, "gap_ev": 7.98, "spin_multiplicity": 1}